ORCA calculation (the ωB97M-V functional and the def2-TZVPD basis) on a structure of composition C22H52F3Li2N3O4.

XYZ file:
```
86
Properties=species:S:1:pos:R:3
Li -3.34 1.71 1.10
Li -3.93 -2.06 2.40
O -1.14 -0.67 1.10
H -0.19 -0.80 0.92
O -5.99 0.33 2.27
H -6.92 0.52 2.51
C -3.62 7.18 0.27
C -4.02 5.68 0.38
N -3.05 4.75 -0.23
C -1.62 4.86 0.27
C -1.44 4.80 1.83
C -3.09 4.79 -1.69
C -2.90 3.44 -2.35
H -4.35 7.84 0.74
H -3.50 7.44 -0.78
H -2.76 7.37 0.90
H -4.24 5.43 1.42
H -5.00 5.45 -0.04
H -1.10 4.01 -0.17
H -1.12 5.76 -0.08
H -0.38 4.81 2.10
H -1.96 5.64 2.28
H -1.89 3.88 2.21
H -2.35 5.50 -2.06
H -4.04 5.20 -2.04
H -3.66 2.89 -1.80
H -1.85 3.17 -2.28
H -3.15 3.38 -3.41
C -2.38 -3.68 5.54
C -2.90 -4.86 4.73
N -4.35 -4.75 4.34
C -4.67 -5.96 3.58
C -4.19 -5.73 2.14
C -5.24 -4.60 5.43
C -6.72 -4.28 5.03
H -2.83 -3.57 6.53
H -2.48 -2.77 4.96
H -1.32 -3.80 5.76
H -2.27 -4.84 3.84
H -2.64 -5.81 5.19
H -4.23 -6.89 3.94
H -5.73 -6.19 3.60
H -4.70 -4.86 1.73
H -3.12 -5.58 2.03
H -4.39 -6.53 1.43
H -4.85 -3.85 6.13
H -5.24 -5.54 5.98
H -6.87 -3.33 4.51
H -7.40 -4.31 5.88
H -7.16 -5.01 4.36
C 5.40 3.78 -5.89
C 6.61 3.26 -5.07
N 6.68 3.95 -3.76
C 7.99 3.73 -3.14
C 8.07 4.52 -1.78
C 5.54 3.78 -2.82
C 5.34 2.39 -2.39
H 5.61 3.50 -6.92
H 5.33 4.85 -5.69
H 4.52 3.32 -5.44
H 6.62 2.17 -5.09
H 7.51 3.52 -5.64
H 8.74 4.13 -3.82
H 8.25 2.68 -2.98
H 7.56 4.05 -0.94
H 7.70 5.55 -1.78
H 9.10 4.52 -1.43
H 5.61 4.44 -1.96
H 4.64 4.19 -3.29
H 5.33 1.74 -3.26
H 6.09 2.08 -1.66
H 4.42 2.19 -1.84
C 2.27 -3.96 -2.40
C 2.67 -4.72 -1.10
O 3.18 -6.03 -1.39
C 2.28 -7.07 -1.68
O 1.08 -6.89 -1.79
C 2.98 -8.38 -2.01
F 2.26 -9.39 -1.40
F 2.93 -8.59 -3.32
F 4.19 -8.51 -1.48
H 1.59 -4.55 -3.01
H 3.09 -3.78 -3.10
H 1.77 -3.04 -2.11
H 1.85 -4.84 -0.39
H 3.49 -4.16 -0.66
```

The value obtained for the LUMO energy is -0.007 hartree. The value obtained for the energy above the lowest of the compared OMol25 structures with the same formula, charge and spin is 9.2238 eV. The calculation puts the highest occupied orbital energy at -7.028 eV.

Results of the Löwdin charge analysis, in e, for atoms 1 through 6:
1. Li 0.760
2. Li 0.767
3. O -0.669
4. H -0.185
5. O -0.666
6. H -0.174

ORCA calculation (the ωB97M-V functional and the def2-TZVPD basis) on a cluster of 8 separate species, C22H52FIN5O8 in total.

XYZ file:
```
89
Properties=species:S:1:pos:R:3
C 1.47 -0.69 -2.06
C 2.43 0.29 -2.05
N 2.38 1.53 -1.41
F 3.59 1.98 -0.98
C 1.34 2.32 -1.18
N 0.08 1.99 -1.54
C -0.69 2.98 -1.14
C -2.17 3.01 -1.31
C -2.88 2.79 0.04
C -2.81 1.34 0.51
I -3.86 0.00 -0.76
N 0.03 3.95 -0.55
N 1.33 3.51 -0.56
N 2.35 4.31 -0.04
C 2.57 4.12 1.17
O 2.80 3.96 2.28
H 0.53 -0.54 -2.58
H 1.61 -1.65 -1.57
H 3.38 0.12 -2.58
H -2.41 2.21 -2.01
H -2.42 3.99 -1.72
H -3.91 3.12 -0.05
H -2.40 3.38 0.82
H -1.79 1.00 0.66
H -3.29 1.29 1.48
H -0.27 4.83 -0.17
C 7.25 -0.52 -4.17
C 6.28 -0.82 -3.06
O 4.93 -0.88 -3.54
H 7.00 0.44 -4.65
H 8.27 -0.46 -3.80
H 7.22 -1.28 -4.95
H 6.30 -0.04 -2.29
H 6.53 -1.78 -2.58
H 4.88 -1.57 -4.20
C -7.71 4.01 0.62
C -6.47 3.43 1.28
O -5.33 4.26 1.07
H -7.55 4.13 -0.45
H -8.58 3.37 0.78
H -7.93 5.01 1.03
H -6.24 2.45 0.86
H -6.63 3.32 2.36
H -5.52 5.12 1.45
C -6.11 1.10 4.55
C -6.97 0.52 3.45
O -6.19 0.12 2.33
H -5.55 1.96 4.17
H -6.71 1.42 5.40
H -5.38 0.37 4.90
H -7.68 1.26 3.08
H -7.53 -0.34 3.82
H -5.57 -0.55 2.64
C 10.16 -4.79 -4.72
C 9.03 -3.78 -4.66
O 9.40 -2.54 -5.27
H 11.04 -4.40 -4.22
H 9.87 -5.73 -4.24
H 10.44 -5.01 -5.75
H 8.77 -3.56 -3.63
H 8.14 -4.18 -5.17
H 9.62 -2.72 -6.18
C 12.84 -7.82 -6.11
C 11.83 -8.07 -5.00
O 10.50 -8.09 -5.52
H 12.63 -6.88 -6.61
H 13.86 -7.79 -5.72
H 12.79 -8.61 -6.86
H 11.88 -7.27 -4.26
H 12.04 -9.02 -4.50
H 10.46 -8.80 -6.17
C -9.04 -3.96 5.97
C -7.76 -3.20 6.28
O -7.65 -2.02 5.48
H -9.08 -4.23 4.92
H -9.11 -4.87 6.58
H -9.92 -3.34 6.18
H -6.89 -3.82 6.05
H -7.72 -2.93 7.33
H -8.40 -1.46 5.68
C -6.30 6.03 6.01
C -6.51 5.10 4.84
O -5.55 5.31 3.81
H -6.36 7.07 5.68
H -7.05 5.87 6.79
H -5.32 5.88 6.46
H -7.49 5.26 4.39
H -6.46 4.05 5.17
H -4.68 5.16 4.19
```

The net charge is +1. The value obtained for the LUMO energy is -0.122 hartree. The calculation puts the highest occupied orbital energy at -10.866 eV.

Results of the Löwdin charge analysis, in e, for atoms 1 through 6:
1. C 0.055
2. C -0.077
3. N -0.005
4. F 0.081
5. C -0.224
6. N 0.251

ORCA calculation (the ωB97M-V functional and the def2-TZVPD basis) on a cluster of 3 separate species, C22H55BN6O8P2 in total.

XYZ file:
```
94
Properties=species:S:1:pos:R:3
C -0.92 0.24 3.10
C 0.23 0.96 2.36
O 0.34 0.52 1.01
B -0.61 1.13 0.22
O -1.67 0.37 -0.18
C -0.40 2.65 -0.21
O 0.84 3.24 0.18
C 0.48 4.45 0.73
O 1.06 4.98 1.65
O -0.63 4.88 0.07
C -1.48 3.70 0.09
C -2.11 3.70 1.51
C -3.59 3.25 1.44
C -4.15 2.80 2.80
C -4.99 1.55 2.60
O -5.92 1.80 1.55
C -6.22 0.64 0.81
H -0.51 -0.36 3.91
H -1.59 0.97 3.54
H -1.47 -0.41 2.43
H 0.11 2.04 2.43
H 1.15 0.72 2.88
H -2.29 0.86 -0.72
H -0.41 2.58 -1.31
H -2.33 3.72 -0.58
H -2.10 4.74 1.83
H -1.54 3.14 2.25
H -3.64 2.43 0.73
H -4.16 4.09 1.05
H -4.79 3.62 3.14
H -3.35 2.62 3.52
H -4.31 0.76 2.27
H -5.52 1.29 3.52
H -7.28 0.63 0.55
H -5.61 0.58 -0.10
H -6.04 -0.26 1.40
C 1.64 1.17 -4.15
N 2.35 1.92 -5.16
C 1.91 1.65 -6.52
P 3.38 3.26 -4.91
O 2.59 4.35 -5.59
N 3.34 3.88 -3.31
C 2.98 3.12 -2.13
C 2.98 5.28 -3.14
N 4.75 2.27 -4.47
C 5.99 3.07 -4.26
C 5.10 1.19 -5.42
H 2.30 0.82 -3.36
H 1.21 0.26 -4.58
H 0.81 1.75 -3.72
H 2.52 0.87 -7.00
H 1.98 2.55 -7.15
H 0.87 1.33 -6.56
H 1.90 2.99 -2.03
H 3.33 3.63 -1.23
H 3.47 2.15 -2.10
H 1.90 5.44 -3.18
H 3.45 5.90 -3.91
H 3.35 5.65 -2.18
H 6.32 3.55 -5.19
H 6.78 2.42 -3.89
H 5.83 3.84 -3.51
H 5.22 1.55 -6.44
H 4.36 0.40 -5.40
H 6.04 0.72 -5.11
C 0.71 -6.47 4.09
N -0.44 -5.61 4.00
C -1.18 -5.47 5.24
P -0.82 -4.51 2.73
O -0.66 -3.21 3.47
N 0.46 -4.27 1.62
C 1.54 -5.19 1.35
C 0.86 -2.87 1.42
N -1.47 -5.78 1.71
C -2.07 -5.25 0.46
C -2.49 -6.65 2.32
H 0.84 -7.08 3.19
H 0.60 -7.18 4.91
H 1.64 -5.90 4.27
H -2.01 -6.20 5.29
H -1.62 -4.48 5.34
H -0.55 -5.63 6.11
H 2.31 -5.16 2.13
H 2.02 -4.94 0.40
H 1.19 -6.21 1.24
H 1.50 -2.51 2.23
H -0.02 -2.24 1.36
H 1.39 -2.74 0.47
H -2.94 -4.62 0.66
H -2.37 -6.07 -0.19
H -1.34 -4.65 -0.09
H -3.31 -6.08 2.78
H -2.05 -7.30 3.08
H -2.92 -7.31 1.57
```

The value obtained for the LUMO energy is 0.004 hartree. The calculation puts the highest occupied orbital energy at -8.157 eV.

Results of the Löwdin charge analysis, in e, for atoms 1 through 6:
1. C -0.036
2. C -0.199
3. O 0.068
4. B -0.605
5. O 0.212
6. C -0.131

ORCA calculation (the ωB97M-V functional and the def2-TZVPD basis) on a cluster of 5 separate species, C22H55F4N7O7P in total.

XYZ file:
```
96
Properties=species:S:1:pos:R:3
C -0.77 -3.28 2.50
C -0.35 -2.05 2.27
C -0.74 -1.22 1.09
N -2.08 -0.60 1.26
C -2.13 0.32 2.28
N -3.30 0.44 3.05
P -4.59 0.72 1.94
O -4.10 1.55 0.86
O -5.18 -0.68 1.48
O -5.78 1.43 2.68
N -1.17 1.11 2.57
C -1.21 2.12 3.65
F -1.54 1.60 4.80
F 0.04 2.54 3.76
C -2.11 3.34 3.21
F -3.20 3.44 3.93
F -1.40 4.46 3.40
H -0.82 -4.01 1.69
H -1.01 -3.59 3.50
H 0.38 -1.62 2.98
H -0.80 -1.84 0.20
H 0.03 -0.47 0.85
H -2.31 -0.15 0.37
H -3.51 -0.45 3.51
H -4.96 -0.75 0.53
H -6.60 0.92 2.57
H -0.31 1.09 2.03
H -2.30 3.27 2.13
C -5.72 0.78 -4.69
C -5.41 -0.45 -3.84
C -6.38 -0.65 -2.67
O -6.15 0.22 -1.57
C -6.74 1.51 -1.69
N -4.01 -0.36 -3.39
H -5.44 1.71 -4.21
H -5.18 0.73 -5.64
H -6.79 0.83 -4.93
H -5.50 -1.33 -4.49
H -6.22 -1.66 -2.28
H -7.42 -0.60 -3.00
H -7.69 1.47 -2.22
H -6.05 2.19 -2.19
H -6.91 1.89 -0.69
H -3.77 -1.22 -2.90
H -3.98 0.35 -2.66
C 4.56 0.07 3.11
C 3.27 0.79 3.49
C 3.49 1.94 4.49
O 3.70 1.52 5.82
C 5.04 1.15 6.13
N 2.31 -0.20 4.01
H 4.93 -0.58 3.90
H 4.40 -0.55 2.23
H 5.35 0.79 2.87
H 2.86 1.22 2.58
H 2.57 2.54 4.51
H 4.29 2.61 4.16
H 5.76 1.76 5.58
H 5.21 0.09 5.92
H 5.19 1.31 7.19
H 1.43 0.27 4.18
H 2.63 -0.47 4.94
C 9.47 -4.17 4.52
C 8.17 -3.92 3.76
C 8.02 -2.48 3.25
O 7.66 -1.54 4.24
C 8.75 -1.04 5.01
N 7.05 -4.32 4.61
H 9.46 -3.74 5.52
H 9.65 -5.24 4.63
H 10.33 -3.75 3.98
H 8.18 -4.57 2.88
H 7.20 -2.46 2.52
H 8.92 -2.15 2.71
H 9.66 -0.95 4.42
H 8.93 -1.67 5.88
H 8.47 -0.05 5.38
H 6.19 -4.24 4.07
H 6.94 -3.61 5.33
C -4.38 1.90 -9.73
C -3.59 1.40 -8.52
C -2.09 1.72 -8.59
O -1.35 0.88 -9.46
C -1.39 1.26 -10.83
N -3.84 -0.04 -8.36
H -4.22 1.28 -10.61
H -5.45 1.88 -9.51
H -4.11 2.93 -9.98
H -3.99 1.91 -7.64
H -1.66 1.55 -7.60
H -1.92 2.77 -8.84
H -1.42 2.34 -10.95
H -2.24 0.80 -11.34
H -0.48 0.88 -11.30
H -3.39 -0.35 -7.50
H -3.32 -0.52 -9.09
```

The net charge is +1. The value obtained for the LUMO energy is -0.168 hartree. The calculation puts the highest occupied orbital energy at -10.539 eV.

Results of the Löwdin charge analysis, in e, for atoms 1 through 6:
1. C 0.049
2. C -0.179
3. C -0.185
4. N 0.078
5. C -0.355
6. N 0.064

no.,gap between HOMO and LUMO (eV)
1,6.826
2,7.542
3,8.266
4,5.978